Below is a structure of composition C4H7NO2 in a non-equilibrium geometry, with properties calculated with ωB97M-V/def2-TZVPD.

Computed properties:
HOMO energy	-0.3094	Ha
energy	-361.67977	hartree
HOMO-LUMO gap	7.91	eV
ΔE to the lowest compared entry with this formula, charge and spin	5.472	eV

The geometry in XYZ format:
```
14
Properties=species:S:1:pos:R:3:forces:R:3
O 2.41415 -1.27069 0.42243 -3.025 -1.792 -1.121
C 0.68101 0.43142 0.38257 -0.438 0.081 0.290
C -0.29454 1.52196 0.12197 -0.175 0.271 0.246
N -1.42973 0.86477 -0.56321 -0.011 -0.087 -0.106
C -1.31907 -0.57654 -0.29967 0.164 -0.308 -0.241
C 0.18110 -0.73601 -0.01235 0.372 1.206 0.329
O 0.93389 -1.85307 -0.04213 2.368 0.754 1.056
H 2.74155 -2.16675 0.48508 0.589 -0.617 0.121
H 1.53769 0.46911 1.03756 0.120 0.558 -0.545
H -0.61230 1.98013 1.06363 -0.209 0.116 -0.032
H 0.12905 2.32261 -0.50023 -0.185 -0.156 0.104
H -1.33995 1.01217 -1.56304 0.027 -0.018 0.162
H -1.71472 -1.16268 -1.13047 0.072 0.045 -0.029
H -1.90813 -0.83642 0.59787 0.332 -0.054 -0.235
```
Positions in Å, forces in eV/Å.


Below is a structure of composition C5H8Br3NO2 in a non-equilibrium geometry, with properties calculated with ωB97M-V/def2-TZVPD.

Computed properties:
HOMO energy	-0.3733	Ha
energy	-8122.47590	hartree
HOMO-LUMO gap	9.84	eV
ΔE to the lowest compared entry with this formula, charge and spin	0.000	eV

The geometry in XYZ format:
```
19
Properties=species:S:1:pos:R:3:forces:R:3
C 1.88982 -0.01217 -0.41461 -2.674 0.879 0.019
C -0.89062 0.92908 1.42460 2.234 -0.630 -0.434
C 0.98492 -1.12520 0.09422 0.488 -0.277 -0.572
C -0.52798 -1.11623 -0.23102 1.440 3.057 1.443
C -1.19582 0.24885 0.11437 0.394 0.365 -1.559
N -0.75418 1.21802 -1.07852 -0.468 -0.638 -1.203
O -0.67213 2.38335 -0.84155 0.332 1.037 0.362
O -0.65712 0.74814 -2.20815 0.131 -0.150 1.124
Br 1.57852 -2.83371 -0.73586 0.282 0.308 0.225
Br -1.36829 -2.29129 0.88815 -1.013 -2.369 1.305
Br -3.06737 0.16390 -0.29056 -0.805 0.110 0.049
H 1.81965 0.02644 -1.44707 -0.097 -0.142 -2.301
H 1.62452 1.01748 -0.15640 -0.407 -0.207 0.674
H 2.88918 -0.08469 -0.21277 2.482 -0.826 1.001
H -1.64435 1.03402 2.16108 -1.060 0.019 0.175
H -0.07557 0.35537 1.89152 -0.247 0.135 0.066
H -0.44519 1.88720 1.16043 -0.338 0.150 0.335
H 1.14954 -1.26800 1.13957 -0.073 -0.246 0.668
H -0.63752 -1.28057 -1.25745 -0.599 -0.575 -1.378
```
Positions in Å, forces in eV/Å.


Below is a structure of composition C15H13F5N4O5RuSe, with properties calculated with ωB97M-V/def2-TZVPD.

Computed properties:
HOMO energy (spin up / spin down)	-0.4461 / -0.4635	Ha
expectation value of S²	0.76
energy	-4170.18199	hartree
HOMO-LUMO gap (spin up / spin down)	9.28 / 6.65	eV
total charge	+1
spin multiplicity	2
ΔE to the lowest compared entry with this formula, charge and spin	0.503	eV

The geometry in XYZ format:
```
44
Properties=species:S:1:pos:R:3:forces:R:3
Ru 0.26428 0.37872 -0.15121 0.051 0.113 0.334
N 1.99115 1.04915 -1.29893 -0.103 -0.013 -0.046
C 1.67663 0.95565 -2.74218 -0.037 -0.025 0.026
C 0.89655 -0.32534 -2.97167 0.050 0.042 -0.050
N -0.30734 -0.31196 -2.10526 -0.162 0.060 0.114
H 2.29565 1.98379 -1.04175 -0.017 0.015 0.009
H 2.76138 0.42714 -1.06382 0.025 0.028 -0.013
H 2.57394 0.97741 -3.36067 0.000 -0.017 -0.012
H 1.06528 1.82001 -3.00671 0.004 0.000 -0.003
H 1.50807 -1.18514 -2.68948 -0.034 -0.002 0.006
H 0.62437 -0.43443 -4.02209 0.027 0.013 -0.006
H -0.79323 -1.20164 -2.15480 0.024 -0.007 0.022
H -0.97312 0.37053 -2.45432 -0.061 0.010 -0.075
C 0.95666 -3.43177 -0.71631 0.010 -0.005 0.014
C 1.60676 -2.57634 0.30933 0.104 0.086 -0.014
N 1.43863 -1.27286 0.49432 -0.113 -0.148 -0.234
C 2.20391 -0.91320 1.58144 0.010 -0.024 0.039
C 2.86536 -2.00662 2.04473 0.048 0.013 -0.108
N 2.47939 -3.03295 1.22598 -0.030 -0.028 0.019
C 3.82274 -2.28743 3.15633 -0.217 -0.124 0.138
O 4.13001 -1.28374 3.93807 -0.029 0.115 -0.007
O 4.22103 -3.41691 3.28455 0.090 0.052 -0.064
C 2.12709 0.47815 2.07711 0.114 0.164 0.051
O 2.83940 0.85011 2.99986 -0.132 -0.071 -0.032
O 1.27656 1.21189 1.44082 -0.013 0.004 0.157
H 0.25923 -2.83916 -1.30078 -0.005 -0.022 0.013
H 0.40004 -4.24169 -0.24451 0.004 0.001 -0.002
H 1.69257 -3.87468 -1.38798 0.001 0.002 -0.003
H 2.82289 -3.97706 1.35186 -0.013 0.000 0.007
H 3.65762 -0.44004 3.67615 0.167 -0.030 -0.020
F -6.82027 2.50065 0.58483 0.005 0.002 0.001
C -5.51437 2.47882 0.42150 -0.016 -0.021 -0.014
C -4.93216 1.48389 -0.35414 -0.017 0.031 0.024
F -5.69016 0.56496 -0.93508 0.007 0.003 0.002
C -3.56527 1.47135 -0.51955 0.079 -0.015 -0.066
F -3.05390 0.50872 -1.30241 0.158 -0.023 -0.026
C -2.73228 2.42125 0.06985 -0.037 -0.019 0.013
Se -0.84941 2.51774 -0.07245 0.141 -0.018 -0.262
C -3.35246 3.41522 0.83349 0.007 -0.031 -0.009
F -2.62006 4.35288 1.41569 0.002 0.032 0.024
C -4.72274 3.44954 1.01484 0.019 0.004 0.000
F -5.27997 4.39656 1.74882 -0.007 0.024 0.020
O -2.06181 -0.71393 1.40926 0.029 0.020 -0.015
C -1.18864 -0.29725 0.81726 -0.132 -0.187 0.047
```
Positions in Å, forces in eV/Å.